(1)
Formula: C34H38F4IO5P
Source: OMol25
Level of theory: ωB97M-V/def2-TZVPD

Geometry as ORCA input:
```
! RIJCOSX wB97M-V def2-TZVPD def2/J DEFGRID3
* xyz 0 1
H 0.47895 -3.11825 -3.19269
H 2.05940 -4.09020 -1.08378
H -2.78705 -2.93238 -1.85275
C -0.42707 -1.19781 -2.65508
H 0.09931 -0.30023 -2.33353
H -0.49568 0.16883 -0.12864
C 0.46961 -2.41945 -2.35332
H 2.22622 -3.37815 2.55990
C -6.60298 -1.48273 -7.69976
C -0.37752 -0.60626 3.76608
C -0.16972 5.57436 6.00552
O 0.40137 -1.14605 4.74580
P 2.96743 -0.29930 5.13759
H -8.58721 -0.76300 -7.31685
C 1.49834 -1.37894 2.70182
C 1.53973 -2.73417 2.00370
O -1.41716 -0.08113 3.95713
F -3.82097 -1.42368 -5.40472
C -5.06352 -1.25049 -5.90453
H -6.82699 -1.80058 -8.70948
H 7.75468 -2.56678 0.33690
C -0.38418 4.21315 5.83752
H 1.96235 -2.42931 4.56208
H -0.58495 -1.10109 -3.73638
H -3.34438 4.31093 4.20512
O 1.90891 0.78446 5.75852
H -2.96285 6.75265 4.49258
H 1.73534 -1.65954 0.14980
H -0.59870 -3.96752 -1.28172
H 2.20645 -0.71235 2.21886
C -2.45544 4.66118 4.71380
O -1.66826 -1.20154 -1.98786
C 0.50473 3.41032 -0.24402
H 4.02476 -1.80175 -1.59234
C 7.75832 -0.94078 -1.09052
H 0.54378 -3.18336 2.06198
H 8.80438 -0.70591 -0.94459
C -7.29898 -0.49557 -5.62290
H -2.31558 1.19552 1.20128
C 7.18591 -1.98123 -0.37220
I 3.94076 1.04158 3.34142
C -0.53204 3.98324 0.47925
C 6.99830 -0.20356 -1.98840
C 1.69615 -1.42379 4.22917
H -5.77255 -0.35914 -4.09738
C -2.62590 -2.09166 -2.53507
C 5.65653 -0.50765 -2.17293
C 1.99809 -2.64967 0.54075
C -6.02426 -0.66877 -5.10254
H -4.53480 -2.11052 -7.78572
H 5.05848 0.06784 -2.86707
C -1.54570 3.19044 1.00055
H -8.06580 -0.03912 -5.01109
C 5.06875 -1.54726 -1.46625
O 0.20647 -0.76945 2.56900
H -0.42065 -2.48279 -0.38472
H 3.08223 -2.74179 0.49665
H 0.34627 3.50838 6.21280
C -7.59144 -0.90105 -6.91784
H -1.68148 2.68729 5.06543
C -1.53093 1.81900 0.79396
C 5.85112 -2.25974 -0.58032
H -0.54196 5.05317 0.64135
C -1.11160 6.45250 5.51099
H -2.34541 3.63943 1.57446
F 5.27980 -3.26526 0.12213
H 1.49424 -2.04176 -2.26005
H 2.14778 0.98471 6.67087
F -0.90887 7.77900 5.66592
C 1.33991 -3.71959 -0.34918
C -0.51287 1.23371 0.05786
H 7.45077 0.60796 -2.54205
C -5.32251 -1.66233 -7.19589
H 1.03407 -4.56556 0.27225
H -2.29091 -2.49993 -3.49165
C 0.48699 2.04403 -0.43661
C 0.10598 -3.16171 -1.06153
C -2.25306 6.02609 4.86398
H 1.31084 4.00329 -0.65424
H 0.71120 5.95658 6.50306
F 1.49434 1.47455 -1.14561
C -1.52410 3.75020 5.19502
H -3.56299 -1.55278 -2.66911
*
```

Computed properties:
E_HOMO	-8.92	eV
SMILES	COCCCCCC[C@H]1OC(=O)O[C@@H]1P(O)I.Fc1ccccc1.Fc1ccccc1.Fc1ccccc1.Fc1ccccc1
Kohn-Sham gap	0.328	Ha

Atom charges from the Löwdin analysis, given in e for atoms 1 to 6:
1. H 0.110
2. H 0.109
3. H 0.084
4. C -0.224
5. H 0.097
6. H 0.099

(2)
Formula: C18H31AuClNO2P2
Source: OMol25
Level of theory: ωB97M-V/def2-TZVPD

Geometry as ORCA input:
```
! RIJCOSX wB97M-V def2-TZVPD def2/J DEFGRID3
* xyz 0 3
N -1.38615 -1.67746 -0.64631
C -1.76660 -4.03349 -0.98291
C 0.02046 4.15224 3.03173
H 0.87656 5.91419 0.24075
H -2.22615 2.09374 -3.12564
H 3.14928 -1.80517 0.39988
H 1.47777 -4.55968 -4.02864
H -0.48559 4.25300 3.99131
C 1.34590 3.84446 0.58756
P -1.66880 1.19448 -0.93723
H 5.06717 -0.54355 -2.07959
H 2.55078 1.47848 0.28437
Au 0.22262 0.16121 0.10125
H 5.16257 -2.01455 -1.72116
O 1.62853 -5.18728 -3.29979
C 0.16176 -3.18642 0.35405
C 0.57576 2.92604 2.68645
H -3.05239 3.17393 -0.76549
C -0.97405 -2.97324 -0.44095
C 0.23480 -1.92869 2.91648
H -1.34929 -5.03873 -0.92326
H 1.30856 1.41904 -1.73581
O 5.27834 -1.15005 -1.34646
C -3.08496 0.03341 -1.02207
H -0.46529 2.19867 -2.76767
H -0.31323 6.19452 2.42256
C 0.78593 5.07172 0.92955
H -0.83698 0.35291 1.40660
H -4.43302 -2.13309 -1.92581
H 0.54116 -4.20452 0.42757
H 2.15427 0.82153 1.92911
C -3.45753 -2.42390 -1.54845
C 2.65327 -2.07315 1.34354
Cl 0.37200 1.59899 3.77588
C -2.60761 -1.41345 -1.08044
C -1.36087 1.57197 -2.68914
H 2.82767 -3.13384 1.57269
H -0.85967 -1.85333 2.88214
H -3.62623 -4.53752 -1.93625
H 1.85320 3.71241 -0.37049
H -1.18963 0.64173 -3.24957
C 1.81545 1.43568 1.09266
C 1.28329 2.74678 1.47089
H -2.64202 2.47703 0.83950
H -3.70725 0.26805 -1.89923
C 0.12408 5.23489 2.14726
H 0.63473 -1.12026 3.54092
H 3.04180 -1.44926 2.16035
H 2.50503 -5.51936 -3.46263
P 0.87080 -1.81464 1.22102
H 0.82905 1.13021 -1.25079
H 0.52107 -2.90467 3.33037
H -1.42345 3.41356 -0.05035
C -3.00426 -3.74720 -1.52473
C -2.25913 2.71250 -0.16135
H -3.69344 0.19915 -0.11424
*
```

Computed properties:
E_HOMO (spin up / spin down)	-5.86 / -6.00	eV
Kohn-Sham gap (spin up / spin down)	0.231 / 0.197	Ha
energy above the lowest of the compared OMol25 structures with the same formula, charge and spin	15.3	kcal/mol

Atom charges from the natural (NBO) analysis, given in e for atoms 1 to 6:
1. N -0.585
2. C -0.285
3. C -0.222
4. H 0.215
5. H 0.228
6. H 0.261

(3)
Formula: C42H32MgN7O6PSSe
Source: OMol25
Level of theory: ωB97M-V/def2-TZVPD

Geometry as ORCA input:
```
! RIJCOSX wB97M-V def2-TZVPD def2/J DEFGRID3
* xyz -2 1
C -5.77907 -0.82153 1.08069
H -0.77751 -0.34314 5.66966
C 4.64789 1.26512 -4.00273
H 0.27916 -1.77070 -3.62963
C 3.05430 3.00437 1.29317
H -0.71698 1.03900 -6.50130
H -3.81427 1.06980 1.25999
H 3.92614 4.42478 -3.01752
H 3.12518 -3.45178 0.03888
H -2.43959 -2.73382 -0.15246
H 1.14163 0.93928 -4.88280
C 3.82378 3.35410 -3.14314
C -6.12951 -2.89692 -0.56130
C -0.96624 -1.26040 0.38572
C 0.00201 5.24911 0.02863
H -0.11536 -1.89046 0.15393
C -1.71079 0.76883 1.13865
H -1.67846 0.58515 -1.68244
C 1.72907 2.48454 3.38899
O -7.26500 -3.77255 -2.68431
C 0.07045 -1.76191 4.34062
H 1.24289 -2.73439 2.53167
C 2.75456 2.69872 -2.55468
H 5.61429 3.15358 -4.31222
C -1.37245 -2.34189 6.19742
O -7.05466 -5.28426 -0.76893
C 0.76555 -0.72948 3.52350
H -3.05498 0.86260 -5.71713
C 2.52160 -3.08668 -0.78436
N -0.68873 -0.02224 0.82137
C 3.56624 0.60616 -3.43098
C 1.54020 -1.22873 -1.99156
O 1.37153 -1.11205 2.43747
H 3.46069 -0.46620 -3.55175
H 4.32288 3.65562 -0.29457
C 3.88884 3.95037 0.65217
C -0.70828 -1.39676 5.43794
C 2.49713 3.38902 2.54968
O 2.85728 1.84778 0.73806
C 2.76209 4.66403 3.06367
Se -0.35879 3.52808 -0.45505
C -7.02692 -1.37578 0.84565
Mg 1.44740 0.50235 1.08880
C -2.51033 0.69890 -3.65048
H 3.40436 -1.24721 0.72471
N 1.33519 1.33058 3.00950
C -3.03054 0.36576 1.01958
C -4.71745 -1.39946 0.40243
H 2.31319 4.92871 4.01596
C -0.49999 -4.07897 4.77817
H 2.02249 3.24102 -1.96579
H -7.90899 -0.97666 1.33916
H -5.64976 0.00098 1.76862
H 3.71068 6.56766 2.80608
C -2.24043 0.82965 -5.00458
H 0.59267 -4.20186 -3.33261
N -7.21869 -2.40153 0.03434
H -3.53214 0.63098 -3.30140
O -5.08583 -4.71967 -2.10164
N 0.21811 6.34829 0.32898
C 2.34773 -1.72192 -0.95698
C 2.61337 1.31758 -2.70860
H 1.51853 2.79279 4.41702
C 3.54861 5.57812 2.40032
H -0.41380 -5.11915 4.49268
C 1.10051 -3.50762 -2.67681
C -0.14418 0.72318 -3.17587
H 4.74006 5.90044 0.63632
P 1.15489 0.56203 -1.90680
N 2.88547 -0.79649 -0.01814
S -6.40656 -4.33188 -1.65336
C 4.77283 2.63909 -3.86371
N 0.70596 0.50859 3.94140
C 0.93073 -2.14005 -2.84725
C 4.11696 5.19885 1.18042
C -1.26335 -3.68753 5.85971
H 5.38697 0.70417 -4.56193
C 0.11802 0.86685 -4.53497
H -1.98064 -2.03623 7.03912
H 3.44413 -0.04829 -0.42329
C -2.24923 -1.73967 0.22674
C -1.46599 0.65847 -2.73986
O 0.89952 -3.56229 2.96544
H -1.45753 1.77172 1.45851
C -0.92769 0.92417 -5.44485
C 1.88991 -3.97769 -1.63961
H 2.00591 -5.04209 -1.48184
C 0.17009 -3.12550 4.00850
C -3.31833 -0.90909 0.55633
N -4.89311 -2.44139 -0.40807
H -1.78751 -4.43705 6.44095
*
```

Computed properties:
E_HOMO	-2.84	eV
Kohn-Sham gap	0.238	Ha
energy above the lowest of the compared OMol25 structures with the same formula, charge and spin	3.7	kcal/mol

Atom charges from the natural (NBO) analysis, given in e for atoms 1 to 6:
1. C -0.305
2. H 0.234
3. C -0.236
4. H 0.220
5. C 0.423
6. H 0.203

(4)
Formula: CH2N2O2S
Source: OMol25
Level of theory: ωB97M-V/def2-TZVPD

Geometry as ORCA input:
```
! RIJCOSX wB97M-V def2-TZVPD def2/J DEFGRID3
* xyz 0 1
S -2.59166 0.03194 0.15476
O 2.53938 0.63808 0.10887
N 0.41156 0.53443 0.46256
H -0.62911 -1.49568 -0.20541
O 1.53298 -1.27661 0.11306
N 1.55391 -0.06539 0.20145
C -1.20674 -0.61872 0.01145
H 0.36581 1.53873 0.37194
*
```

Computed properties:
E_HOMO	-10.03	eV
Kohn-Sham gap	0.311	Ha
energy above the lowest of the compared OMol25 structures with the same formula, charge and spin	174.7	kcal/mol

Atom charges from the natural (NBO) analysis, given in e for atoms 1 to 6:
1. S 0.311
2. O -0.428
3. N -0.538
4. H 0.252
5. O -0.466
6. N 0.614

(5)
Formula: C2ClN5
Source: OMol25
Level of theory: ωB97M-V/def2-TZVPD

Geometry as ORCA input:
```
! RIJCOSX wB97M-V def2-TZVPD def2/J DEFGRID3
* xyz 0 1
N 1.13677 -1.92296 -0.03163
Cl -3.66232 -0.40103 0.14656
N 1.20686 2.54034 -0.01772
N 1.81251 0.21091 0.45420
N 1.39174 -0.87332 0.23588
N -1.09231 -0.57871 -0.73943
C -2.17757 -0.42384 -0.39058
C 1.38432 1.44861 0.34273
*
```

Computed properties:
E_HOMO	-10.27	eV
Kohn-Sham gap	0.388	Ha
energy above the lowest of the compared OMol25 structures with the same formula, charge and spin	11.3	kcal/mol

Atom charges from the natural (NBO) analysis, given in e for atoms 1 to 6:
1. N 0.019
2. Cl 0.195
3. N -0.340
4. N -0.377
5. N 0.309
6. N -0.347

Number 1: F_max 0.013 Eh/bohr. Number 2: F_max 0.053 Eh/bohr. Number 3: F_max 0.007 Eh/bohr. Number 4: F_max 0.088 Eh/bohr. Number 5: F_max 0.073 Eh/bohr.